(1)
123
Properties=species:S:1:pos:R:3:forces:R:3 method="wB97M-V/def2-TZVPD" mol_weight_g_mol=1532.8 homo_energy_ev=-14.34 lumo_energy_ev=-13.31 charge=+3
Zn 3.4070 -1.3593 1.2440 0.0 -0.3 0.0
Hg -9.1368 1.0533 -2.4570 0.0 0.1 0.0
Hg -5.8391 -3.9692 -6.6671 0.0 -0.1 0.0
C -2.3679 0.3185 -0.2203 4.8 -1.4 1.2
C -0.9850 -0.3020 -0.3313 2.3 2.8 1.8
C -0.7149 -1.3752 -1.4293 3.5 -1.5 3.6
O 0.3738 -1.9906 -1.1907 -3.3 1.4 -1.8
C -1.7213 -1.6229 -2.3998 2.9 0.0 0.8
C -2.8581 -0.8548 -2.3809 -4.6 -0.3 -3.6
C -3.2246 0.0405 -1.2217 -6.3 1.8 -0.4
O -4.3991 0.5992 -1.0095 3.5 -2.3 -2.0
O -3.6561 -1.0543 -3.3639 1.4 1.2 2.8
O 0.0024 0.1135 0.3596 -3.7 -1.6 -2.1
H -2.6820 0.9333 0.6102 0.1 0.0 0.1
H -1.4403 -2.2576 -3.2272 -0.5 -0.2 -0.2
C 3.0341 -4.5743 6.5123 -0.2 -1.9 0.6
F 4.3099 -4.2561 6.1375 -2.3 0.4 0.7
F 3.1226 -5.7619 7.1989 -0.3 1.9 -0.8
F 2.3667 -3.6618 7.2704 1.6 -0.9 -1.1
S 1.9891 -4.9242 4.9466 -0.3 -1.6 1.4
O 2.5682 -6.1575 4.4123 -0.4 0.8 0.0
O 0.5577 -5.1150 5.2783 2.4 0.8 -0.4
O 2.3187 -3.7611 4.1503 -0.5 0.8 -0.8
C 0.3947 7.2246 1.5216 0.2 -0.8 -0.6
C 0.8447 6.1799 2.4912 4.0 0.3 0.9
O 2.0649 6.0067 2.6193 -2.2 -0.3 -0.2
C -0.1625 5.6245 3.4294 -0.4 0.4 0.7
H -0.6795 7.0982 1.3866 0.1 0.6 -0.4
H 0.9844 7.0432 0.6230 -0.4 0.1 -0.3
H 0.7374 8.2007 1.8649 -0.5 0.0 0.3
H -0.6036 4.6762 3.1224 -0.4 0.4 -0.4
H -0.8035 6.5058 3.4519 -1.1 -0.7 0.3
H 0.1598 5.4684 4.4589 0.7 0.0 -0.2
C -0.6485 0.7244 9.4514 -1.2 -0.6 1.2
C -1.1998 1.1855 8.1173 0.3 -1.2 -0.7
C -1.6996 -0.1172 7.3983 0.1 1.1 0.6
S -2.7831 -0.8250 8.6891 1.2 -3.4 0.0
O -2.6330 -2.3329 8.5714 -0.3 3.8 0.7
O -4.0964 -0.2323 8.6219 0.4 0.0 -0.1
C -1.8436 -0.0191 10.1488 0.5 -0.7 -0.8
H -0.2521 1.5195 10.0829 -0.5 0.4 0.0
H 0.2276 0.0793 9.3844 -0.2 -0.4 -0.5
H -0.3363 1.5747 7.5779 -0.6 0.6 -0.4
H -2.0764 1.8213 8.2415 0.5 0.6 -0.1
H -0.8249 -0.7144 7.1408 -0.4 -0.5 0.3
H -2.3614 -0.0088 6.5391 0.1 0.3 0.0
H -1.5346 -0.8359 10.8010 -0.1 0.1 0.0
H -2.5993 0.6017 10.6302 0.2 0.1 -0.1
C 3.8895 3.1265 -4.6637 -0.6 -0.3 0.8
C 4.5349 4.3240 -3.9308 0.8 -0.1 -0.4
C 5.4292 3.7628 -2.7796 -0.6 0.1 -0.5
S 5.6117 1.9430 -2.9395 1.7 -2.6 0.5
O 4.7804 1.1832 -1.9600 0.7 1.5 -1.4
O 7.0623 1.5189 -2.9794 -3.7 1.6 -0.2
C 4.8022 1.8789 -4.5794 0.4 1.5 -0.8
H 3.7157 3.3547 -5.7153 -0.2 0.0 0.1
H 2.9495 2.9266 -4.1493 -0.3 -0.1 -0.3
H 3.8165 5.0566 -3.5629 -0.4 -0.6 0.5
H 5.0412 5.0098 -4.6101 0.8 -0.6 -0.2
H 4.8372 4.0009 -1.8959 0.9 -0.4 0.5
H 6.4752 4.0692 -2.7905 -0.3 0.4 0.3
H 4.3725 0.9324 -4.9075 -0.1 0.0 0.7
H 5.5140 2.1616 -5.3549 0.9 -0.6 0.4
C 8.8554 -7.0540 0.9497 -1.3 0.8 1.3
C 9.9434 -6.0215 0.5620 -2.1 0.8 -1.0
C 9.2184 -4.6239 0.1218 1.2 -2.1 0.1
S 7.5096 -5.0547 -0.3867 0.7 1.1 2.8
O 7.3481 -4.6687 -1.7591 -0.5 -0.5 -0.1
O 6.6245 -4.4748 0.6670 0.8 -0.9 -1.6
C 7.6837 -6.8459 -0.0893 1.4 -0.4 -0.9
H 8.4733 -6.9569 1.9659 -0.1 0.5 0.1
H 9.2732 -8.0599 0.9914 -0.2 -0.1 -0.7
H 10.2947 -6.5394 -0.3304 0.9 0.8 -0.1
H 10.7214 -5.7568 1.2781 -0.1 -0.6 0.0
H 9.7466 -4.2609 -0.7598 -0.3 0.3 0.1
H 9.2639 -3.9055 0.9403 -0.4 -0.1 -0.2
H 8.1213 -7.2338 -1.0092 0.0 0.3 -0.5
H 6.7084 -7.3328 -0.0900 0.0 0.1 1.0
C -3.3375 5.8107 -7.4570 -1.7 1.4 0.2
C -2.9806 4.3307 -7.4609 -0.2 2.1 0.7
C -4.2556 3.5825 -7.7811 -0.3 -0.4 0.4
S -5.6408 4.4746 -6.8266 0.1 0.7 0.6
O -5.8810 3.8193 -5.5108 0.3 0.8 -2.4
O -6.7243 4.8943 -7.7114 0.8 -1.1 0.8
C -4.5962 5.9798 -6.5445 0.6 -0.9 0.0
H -3.4575 6.1654 -8.4806 -0.5 0.1 0.0
H -2.6537 6.5290 -7.0046 0.7 -0.5 0.0
H -2.6927 4.2032 -6.4173 0.6 -1.0 -0.2
H -2.1794 4.3139 -8.1997 0.1 -1.1 0.2
H -4.2135 2.5652 -7.3919 -0.3 0.0 -0.2
H -4.5298 3.6249 -8.8352 -0.1 0.0 0.1
H -4.2796 5.7893 -5.5191 0.1 0.2 0.1
H -5.1796 6.9002 -6.5707 0.0 -0.2 -0.4
C -6.2662 4.5548 4.2872 1.5 -0.4 1.0
C -6.3803 5.7076 3.2888 -0.5 -1.4 -0.4
C -7.8893 5.7822 2.9865 0.4 1.1 0.3
S -8.5877 4.0852 3.0580 0.2 -0.7 0.1
O -8.7684 3.5987 1.6928 0.3 0.3 1.0
O -9.6398 3.9493 4.0417 0.2 0.6 -0.8
C -7.1253 3.3464 3.8824 0.6 -0.1 -0.8
H -6.3285 4.9246 5.3106 -1.1 -0.1 0.1
H -5.2434 4.1838 4.3537 0.3 -0.1 -0.5
H -5.8370 5.4521 2.3791 -0.1 -0.1 -0.2
H -5.9189 6.6316 3.6372 -0.5 0.0 0.2
H -8.0614 6.3061 2.0463 -0.4 -0.5 -0.1
H -8.3657 6.3456 3.7888 -0.3 -0.2 0.0
H -6.5828 2.7179 3.1762 0.0 0.6 -0.8
H -7.3763 2.5419 4.5738 -0.6 0.9 0.7
C 1.5567 -7.2689 -4.5436 -1.6 2.1 -0.6
C 1.0074 -8.3913 -3.6478 1.1 0.8 -1.7
C -0.4974 -8.1932 -3.7110 -0.6 -1.2 1.0
S -1.0300 -7.8676 -5.4137 2.6 0.6 -0.9
O -1.9492 -6.7379 -5.4686 -0.4 -1.1 0.2
O -1.1423 -9.1018 -6.1888 -0.6 1.4 1.2
C 0.6336 -7.1209 -5.8524 0.8 -1.5 1.0
H 2.6260 -7.1836 -4.7371 -0.1 -0.8 -0.3
H 1.3648 -6.3162 -4.0500 0.0 0.1 0.5
H 1.4165 -8.2901 -2.6425 -0.3 -0.1 0.0
H 1.4248 -9.2858 -4.1103 -0.7 -0.6 0.4
H -0.7910 -7.3397 -3.0999 -0.1 0.1 -0.2
H -1.0248 -9.0722 -3.3403 -0.2 0.0 -0.1
H 0.4655 -6.0986 -6.1910 0.1 -0.3 0.0
H 0.9938 -7.8123 -6.6141 0.0 0.4 -0.3

=====

(2)
86
Properties=species:S:1:pos:R:3:forces:R:3 method="wB97M-V/def2-TZVPD" mol_weight_g_mol=964.7 multiplicity=2 homo_energy_ev="-10.26 / -10.26" e_above_lowest_ev=0.000 lumo_energy_ev="-4.77 / -7.64" charge=+1
Pb 2.5788 -19.9125 -4.6000 -0.8 -0.5 0.4
C 4.9559 -17.5264 -7.5272 0.5 0.5 -0.7
C 4.4211 -17.6144 -6.2796 -0.1 -0.1 2.0
N 4.4695 -18.8787 -5.8154 0.5 0.4 -1.2
N 5.0384 -19.5916 -6.8354 0.5 0.0 0.3
C 5.3623 -18.7993 -7.8630 -0.7 0.0 -0.1
B 5.2142 -21.1216 -6.7275 -0.6 0.0 1.4
N 5.4993 -21.4564 -5.1791 0.3 0.3 -1.5
C 6.6849 -21.5662 -4.5358 1.7 0.9 -0.9
C 6.4782 -21.5224 -3.1730 -1.6 -0.2 -1.0
C 5.0735 -21.4268 -3.0839 -0.3 0.5 1.1
N 4.5004 -21.3519 -4.2949 0.6 -0.5 1.3
N 3.8354 -21.6915 -7.1870 0.0 -0.3 0.2
C 3.6006 -22.5189 -8.2022 -0.8 -0.6 -0.5
C 2.2107 -22.7252 -8.2844 1.4 0.3 0.3
C 1.6594 -21.9498 -7.2697 1.1 0.0 0.2
N 2.6715 -21.3461 -6.6166 -0.8 0.8 0.6
N 6.3034 -21.7095 -7.5609 -0.1 -1.4 2.2
C 6.9754 -22.8868 -7.2335 0.2 1.3 0.1
C 7.6425 -23.2552 -8.3603 0.6 -1.6 -0.8
C 7.2050 -22.3612 -9.3451 0.1 1.1 -0.1
N 6.4116 -21.4050 -8.8294 0.9 -0.9 -1.9
H 5.1094 -16.6254 -8.0610 0.1 0.5 -0.5
H 4.1517 -16.8023 -5.5942 -0.2 -0.4 -0.4
H 5.7298 -19.1942 -8.7963 0.3 -0.1 0.2
H 7.6740 -21.4963 -5.0949 -1.7 -0.3 0.8
H 7.1855 -21.5640 -2.3884 0.5 -0.1 0.5
H 4.4741 -21.3310 -2.1512 0.3 -0.2 -1.0
H 4.4040 -22.9000 -8.8306 -0.3 0.1 0.3
H 1.7762 -23.4238 -8.9403 -0.7 -0.4 -0.6
H 0.6433 -21.8145 -6.9262 0.1 0.0 0.0
H 7.0481 -23.2376 -6.2129 -0.3 -0.1 -0.4
H 8.3417 -24.1171 -8.5328 -1.0 1.1 0.4
H 7.5167 -22.3292 -10.3758 -0.1 0.1 -0.1
O -2.0936 -21.4196 -3.8225 -1.0 -0.1 0.7
P -1.0326 -20.2243 -3.9813 1.4 -0.6 0.4
O -1.6601 -18.9791 -4.4232 -0.3 0.8 -0.2
O 0.1145 -20.8713 -4.6930 0.2 0.3 -0.2
O -0.4905 -19.9887 -2.4102 -0.4 -0.7 0.4
P 0.3917 -21.0411 -1.5414 0.2 2.3 -2.1
O -0.4390 -22.3647 -1.6067 1.1 -0.3 1.3
O 0.3296 -20.3800 -0.1194 -1.8 -0.9 0.2
O 1.7852 -20.9870 -2.0003 0.4 -1.2 -0.3
H -2.9787 -21.0955 -3.5679 0.5 -0.1 -0.2
H -1.1717 -22.4156 -2.2155 -0.6 0.2 -0.7
N -1.7678 -15.5701 -9.3498 -1.6 1.1 0.4
C -1.9125 -15.8691 -8.0649 2.9 -1.3 -2.0
S -3.1582 -15.3356 -7.1563 -1.2 0.4 1.0
C -0.8209 -16.7423 -7.4995 -0.1 0.1 -1.3
C -0.0395 -17.5948 -8.3205 -0.8 0.4 0.8
C 0.9548 -18.3031 -7.6466 -0.3 -0.6 -1.7
N 1.1914 -18.1563 -6.3769 0.4 0.2 2.4
C 0.4726 -17.3355 -5.6082 0.1 -0.3 -1.2
C -0.5400 -16.6115 -6.1680 -1.3 1.0 0.6
H -2.4521 -14.9181 -9.7592 0.7 -0.6 -0.1
H -0.9718 -15.8400 -9.9092 0.1 0.0 0.3
H -0.2799 -17.7432 -9.3722 0.2 -0.2 0.3
H 1.5463 -19.0963 -8.1252 -0.2 0.5 -0.1
H 0.6388 -17.2252 -4.5634 0.5 -0.4 0.6
H -1.1704 -15.9211 -5.5930 0.5 -0.4 0.1
C 2.2793 -16.7454 -2.6022 0.3 -0.6 0.2
C 3.4296 -17.5311 -2.3701 -1.2 0.6 0.0
C 3.4238 -18.3961 -1.2816 -1.2 0.5 -0.6
C 2.2884 -18.5192 -0.4821 -0.8 0.3 -0.4
C 1.1524 -17.6980 -0.6914 1.3 -0.9 0.9
C 1.1624 -16.8476 -1.7655 0.3 1.0 -0.6
H 2.2418 -16.0805 -3.4565 0.1 0.1 0.0
H 4.2183 -17.4690 -3.1129 0.3 -0.1 0.4
H 4.1497 -19.1275 -1.0963 1.3 -0.6 0.1
H 0.3681 -17.7229 0.0377 -0.5 -0.1 0.0
H 0.3136 -16.1805 -1.9485 0.2 -0.3 0.1
C -0.6982 -20.2456 2.4693 2.1 -1.0 0.3
N 0.5695 -19.6496 2.0242 0.6 0.3 -0.7
C 1.4426 -19.3311 3.1610 -0.4 -1.4 0.0
C 1.2681 -20.3441 0.9099 0.3 1.7 0.6
C 1.8398 -21.6813 1.3098 1.3 -0.3 -0.4
O 2.3924 -19.5416 0.4179 -0.4 -0.6 1.4
H -1.0210 -19.6294 3.2744 -0.8 0.6 0.4
H -0.5554 -21.2532 2.9355 -0.1 0.3 -0.4
H -1.3516 -20.2972 1.6394 -1.0 0.0 -0.5
H 0.8747 -18.6830 3.8533 0.6 0.0 -0.5
H 2.3807 -18.9284 2.7803 -0.2 0.3 0.3
H 1.6726 -20.2765 3.7303 0.0 0.8 -0.2
H 1.0765 -22.4540 1.3836 -0.1 0.1 -0.1
H 2.3417 -21.5899 2.2898 -0.3 0.0 -0.5
H 2.6269 -21.9755 0.5733 -0.8 0.1 0.5

=====

(3)
24
Properties=species:S:1:pos:R:3:forces:R:3 method="wB97M-V/def2-TZVPD" mol_weight_g_mol=205.2 homo_energy_ev="-3.52 / -3.52" e_above_lowest_ev=0.058 lumo_energy_ev="3.57 / 3.57" charge=-1
C -1.9115 -2.3183 0.2431 -0.6 -0.2 -1.0
C -1.8894 -1.3353 1.2594 0.3 -1.7 1.1
C -1.5043 -2.0345 -1.0574 1.4 2.4 0.8
C -1.1834 -0.1625 1.0758 1.2 -1.1 -2.4
C -0.8230 -0.8240 -1.2807 0.5 0.2 -0.7
C -0.5143 -0.0169 -0.1888 -1.3 1.8 0.7
C 1.9413 -0.8374 0.2035 -1.2 1.8 -1.1
C 1.9769 2.6089 0.3207 -0.7 1.7 3.9
C 0.3609 1.2026 -0.4836 0.5 -1.6 -1.9
N 2.6904 -1.3771 -0.7869 0.6 -0.8 3.0
N 2.6195 -1.0694 1.3219 -0.7 0.0 0.1
N 3.7436 -2.0343 -0.2852 0.6 0.5 2.5
N 3.6672 -1.7901 1.0270 2.2 -1.8 -1.9
O 0.7606 1.4185 -1.6375 -0.8 0.1 1.9
O 0.6979 1.9563 0.5727 0.9 0.0 -0.8
H -2.2535 -3.3564 0.2733 -0.4 0.4 1.1
H -2.2050 -1.6473 2.2963 0.1 0.5 -1.2
H -1.5331 -2.7264 -1.8521 -0.4 -0.9 -0.6
H -0.8432 0.4522 1.8670 -0.2 0.6 0.7
H -0.3196 -0.4844 -2.2437 -1.0 -0.9 1.2
H 1.8194 3.7075 0.3722 -0.1 -0.6 -1.1
H 2.5004 2.2023 -0.4788 0.5 -0.4 -1.6
H 2.5911 2.4979 1.2459 -0.5 -0.6 -0.5
H 2.6738 -1.4358 -1.7442 -1.0 0.3 -2.4

=====

(4)
64
Properties=species:S:1:pos:R:3:forces:R:3 method="wB97M-V/def2-TZVPD" mol_weight_g_mol=623.5 multiplicity=3 homo_energy_ev="-10.31 / -10.31" e_above_lowest_ev=0.896 lumo_energy_ev="-3.08 / -4.97" charge=+1
Au -1.0799 1.5108 -0.4680 -0.1 0.1 -0.2
C -0.8177 1.3703 3.0193 0.0 0.0 0.1
P 0.1237 1.1719 1.4723 0.0 0.0 0.2
C 0.3800 -0.6566 1.4643 0.0 0.0 -0.1
N 1.1651 -1.1502 2.3873 0.0 0.0 0.0
C 1.3545 -2.4911 2.4262 -0.1 0.0 -0.1
C 2.2174 -3.0528 3.3947 0.0 0.0 0.0
C 2.3938 -4.4046 3.4311 0.0 0.0 0.0
C 1.7199 -5.2501 2.5159 0.0 0.0 0.0
C 0.8792 -4.7329 1.5748 0.0 0.0 0.0
C 0.6842 -3.3341 1.5112 0.0 0.1 0.0
N -0.1481 -2.8109 0.5789 0.0 0.0 0.0
C -0.2934 -1.5112 0.5264 0.0 0.0 0.1
P -1.4556 -0.8464 -0.7518 0.0 -0.1 0.0
C -2.9789 -1.7341 -0.2952 -0.1 0.0 0.0
C -0.9204 -1.5861 -2.3720 0.0 0.0 0.0
C 0.5535 -1.2179 -2.5708 0.0 0.0 0.0
C -1.7823 -0.9143 -3.4500 0.0 0.0 0.0
C -1.0994 -3.1014 -2.4831 0.0 0.0 0.0
C 1.7797 1.9425 1.7904 0.1 0.0 -0.1
C 2.7748 1.3299 0.8018 0.0 0.0 0.0
C 1.6144 3.4358 1.4794 0.0 0.0 0.0
C 2.2828 1.7815 3.2265 0.0 0.0 0.0
H -0.3202 0.8600 3.8439 0.0 0.0 0.0
H -1.8161 0.9543 2.8873 0.0 0.0 0.0
H -0.9173 2.4300 3.2558 0.0 0.0 0.0
H 2.7171 -2.3879 4.0863 0.0 0.0 0.0
H 3.0529 -4.8445 4.1674 0.0 0.0 0.0
H 1.8778 -6.3187 2.5715 0.0 0.0 0.0
H 0.3505 -5.3584 0.8681 0.0 0.0 0.0
H -2.7796 -2.7958 -0.1528 0.0 0.0 0.0
H -3.7274 -1.6032 -1.0773 0.0 0.0 0.0
H -3.3779 -1.3145 0.6280 0.0 0.0 0.0
H 0.7398 -0.1547 -2.3898 0.0 0.0 0.0
H 0.8526 -1.4474 -3.5956 0.0 0.0 0.0
H 1.1955 -1.7898 -1.8987 0.0 0.0 0.0
H -1.8202 0.1712 -3.3329 0.0 0.0 0.0
H -2.8091 -1.2835 -3.4252 0.0 0.0 0.0
H -1.3757 -1.1449 -4.4367 0.0 0.0 0.0
H -0.5399 -3.6340 -1.7192 0.0 0.0 0.0
H -0.7435 -3.4242 -3.4650 0.0 0.0 0.0
H -2.1492 -3.3878 -2.4084 0.0 0.0 0.0
H 2.3768 1.3626 -0.2188 0.0 0.0 0.0
H 3.0044 0.2936 1.0478 0.0 0.0 0.0
H 3.7073 1.8980 0.8223 0.0 0.0 0.0
H 1.3187 3.5977 0.4411 0.0 0.0 0.0
H 2.5662 3.9426 1.6533 0.0 0.0 0.0
H 0.8699 3.9063 2.1260 0.0 0.0 0.0
H 2.3502 0.7362 3.5184 0.0 0.0 0.0
H 1.6408 2.3055 3.9361 0.0 0.0 0.0
H 3.2769 2.2289 3.2989 0.0 0.0 0.0
N -0.4549 2.5408 -2.6052 0.1 0.0 0.0
C -1.3401 3.6723 -2.9131 0.0 0.0 0.0
C -2.7463 3.4145 -2.3967 0.0 0.0 -0.1
N -2.7093 3.1870 -0.9469 0.0 0.0 0.1
H 0.5154 2.8363 -2.5879 0.0 0.0 0.0
H -0.5231 1.8265 -3.3213 0.0 0.0 0.0
H -1.3870 3.8811 -3.9845 0.0 0.0 0.0
H -0.9317 4.5640 -2.4326 0.0 0.0 0.0
H -3.1513 2.5162 -2.8675 0.0 0.0 0.0
H -3.3906 4.2535 -2.6721 0.0 0.0 0.0
H -3.6265 2.9537 -0.5870 0.0 0.0 0.0
H -2.4105 4.0293 -0.4672 -0.1 0.0 0.0
S 3.2876 2.7790 -2.4592 0.0 0.0 0.0

=====

One value per record, in order, for max |F|: 6.52 3.76 4.31 0.26 eV/A.